The following is a quantum chemistry calculation of a gas-phase ion, C6H12N4 (charge +2) in a non-equilibrium geometry, from the Open Molecules 2025 dataset.

Structure (XYZ):
```
22
Properties=species:S:1:pos:R:3:forces:R:3
C -1.44522 -1.05680 0.87976 1.05 0.39 -1.59
C 1.74731 1.45693 0.22275 0.50 3.64 1.80
C -2.40369 0.91719 -0.27928 1.53 -0.09 -0.40
C 0.24681 -0.28971 -0.78254 -0.14 2.29 2.67
C 1.72747 0.32266 -0.60267 -1.99 -2.85 1.51
C 2.64275 -0.76084 -0.02683 2.54 -2.06 -3.89
N 1.85980 2.42753 0.84711 -0.75 -1.92 -0.91
N -0.23496 -1.10110 0.35677 -0.98 0.93 0.48
N -2.39959 -0.17090 0.60364 -0.40 -0.62 0.78
N -3.59368 1.36795 -0.43207 0.35 0.11 0.13
H -1.58793 -1.95761 1.45306 -1.04 0.32 0.75
H -0.55156 0.57591 -0.76799 1.24 -1.68 -1.43
H 0.42822 -1.01946 -1.51730 -0.47 -0.31 -1.78
H 1.94686 0.60245 -1.58456 0.79 0.64 -1.61
H 2.29705 -1.85076 -0.26776 0.55 2.11 0.05
H 2.85026 -0.75877 0.97222 -0.11 0.44 2.94
H 3.73019 -0.64378 -0.46602 -2.19 -0.35 0.52
H 1.71910 3.24206 1.44932 0.30 -0.28 -0.28
H 0.21164 -1.92596 0.69062 1.09 -0.51 -0.25
H -3.28552 -0.35677 1.04147 -0.43 -0.57 0.59
H -3.71917 2.13040 -1.07753 -0.45 0.18 0.07
H -4.34878 1.00703 0.12568 -0.99 0.19 -0.16
```
Positions in Å, forces in eV/Å.

Values from the calculation:
Total charge: +2
E_HOMO in eV: -16.80

Atom charges from the Mulliken analysis, given in e for atoms 1 to 2: 0.072, -0.047

The following is a quantum chemistry calculation of a molecular structure, C6H12N4O2 in a non-equilibrium geometry, from the Open Molecules 2025 dataset.

Structure (XYZ):
```
24
Properties=species:S:1:pos:R:3:forces:R:3
C -2.15188 -1.55358 -1.16434 -3.40 -3.02 0.52
C -1.05125 -1.13129 -0.27227 1.37 0.78 -0.03
C 0.41143 -1.51305 -0.70596 0.48 -1.44 2.88
C 0.88425 0.97271 -0.26940 0.76 5.80 -7.73
C 2.06775 1.73462 -1.15826 1.27 -1.84 0.50
C -0.45609 1.27830 -0.94132 -0.64 -0.04 1.80
H -2.45207 -0.65292 -1.87365 0.03 -2.19 1.69
H -2.99690 -1.96508 -0.12916 1.55 1.63 -4.04
H -2.00495 -2.54267 -1.79575 -0.08 2.03 1.31
H -1.17893 -1.40943 0.82894 0.27 -0.38 -1.80
H 0.57624 -2.47570 0.27870 0.45 2.76 -3.76
H 0.74104 -1.80444 -1.83669 -1.07 0.70 2.96
H 0.94708 1.47062 0.59281 -0.10 1.60 3.53
H 2.17888 2.83585 -0.80183 -0.28 -1.82 -1.36
H 2.94550 1.14754 -0.72364 -0.64 1.31 -0.48
H 2.19164 1.39915 -2.32435 -0.96 1.46 2.69
H -0.82594 2.45406 -0.88750 0.95 -3.47 -0.13
H -0.44844 0.81541 -1.93982 -0.21 0.83 -0.05
N 1.17108 -0.33422 -0.15783 1.39 -6.04 0.98
N 2.00772 -0.40109 0.87493 1.11 -1.98 2.96
N -1.24880 0.30528 -0.15110 -2.15 0.10 4.25
N -1.65798 0.47053 1.34644 -1.78 6.83 -4.28
O 2.17881 -1.42938 1.56521 -0.85 1.61 -2.80
O -2.15413 1.64411 1.47156 2.52 -5.22 0.40
```
Positions in Å, forces in eV/Å.

Values from the calculation:
Total charge: 0
E_HOMO in eV: -9.14

Atom charges from the Mulliken analysis, given in e for atoms 1 to 2: -0.921, -0.084

The following is a quantum chemistry calculation of a gas-phase ion, C6H12NO (charge -1) in a non-equilibrium geometry, from the Open Molecules 2025 dataset.

Structure (XYZ):
```
20
Properties=species:S:1:pos:R:3:forces:R:3
C -1.00237 -0.99588 -1.69438 -0.92 -2.20 -0.17
O 0.18725 -1.21575 -2.18416 2.34 0.01 -0.80
C -0.93445 -0.77766 -0.16750 -0.91 -0.72 -0.08
C -0.43741 0.64032 -0.15996 2.36 0.78 0.04
C 0.29784 1.06747 1.13024 1.82 0.78 -3.36
C 2.74942 1.39789 1.69942 -3.23 1.63 2.70
C 1.81224 0.95923 0.89669 -1.47 -1.89 -0.94
N -2.13915 -0.94592 0.63433 -3.42 -2.59 0.27
H -1.64266 -1.90655 -1.92054 -0.63 0.43 0.36
H -1.45573 -0.10282 -2.13794 -0.99 0.48 -0.11
H -0.19697 -1.62711 0.22858 -1.00 2.24 -0.76
H 0.33384 0.43237 -1.02017 -1.02 1.38 1.13
H -1.08254 1.57629 -0.32716 -0.11 -2.20 -0.65
H -0.12422 0.54058 1.89800 -0.60 -1.34 2.42
H 0.05656 2.10748 1.20053 0.11 0.82 0.79
H 2.55658 1.97336 2.66658 -0.07 -0.92 -1.33
H 3.67536 1.47378 1.36804 4.45 -0.17 -1.22
H 2.06338 0.37107 -0.06968 -0.17 1.23 1.60
H -2.97733 -0.32514 0.51608 1.69 -0.05 -0.41
H -2.64192 -1.91413 0.40360 1.78 2.32 0.52
```
Positions in Å, forces in eV/Å.

Values from the calculation:
Total charge: -1
E_HOMO in eV: -2.45
Structure (SMILES): C=CCC[C@@H](N)C[O-]

Atom charges from the Mulliken analysis, given in e for atoms 1 to 2: -0.748, -0.836

The following is a quantum chemistry calculation of a gas-phase ion, C6H12NO (charge -1) in a non-equilibrium geometry, from the Open Molecules 2025 dataset.

Structure (XYZ):
```
20
Properties=species:S:1:pos:R:3:forces:R:3
C 0.84295 1.51524 -0.28950 0.68 1.84 -2.71
N 1.67454 0.27911 -0.57928 -0.85 0.97 1.24
C 2.32394 -0.32858 0.57722 -0.72 2.18 -0.59
O 1.52822 -0.43311 1.81908 -1.90 -1.80 -2.05
C -0.66401 1.28505 -0.85279 3.97 -2.19 -0.68
C -0.96544 0.00384 -0.12401 -3.78 2.24 -1.75
C -2.14630 -0.70081 -0.31386 0.73 1.45 0.82
C -2.25580 -1.92937 0.24000 -2.92 -2.49 -0.34
H 1.38679 2.44290 -0.76329 -0.86 -1.64 -0.22
H 0.86664 1.96981 0.71475 -0.43 -1.52 0.33
H 1.06267 -0.46572 -0.90720 -0.41 0.68 -0.38
H 2.75349 -1.15799 0.00713 0.09 -1.06 1.47
H 3.10194 0.40236 0.79589 0.35 -0.44 0.75
H -1.15941 2.19474 -0.78920 -1.49 1.65 1.04
H -0.67649 1.14143 -2.03338 0.53 0.06 1.77
H 0.52858 -0.77807 1.57889 3.80 1.23 0.87
H -0.25054 -0.46292 0.44953 1.09 -0.69 0.36
H -3.02949 -0.13041 -0.70712 0.85 -0.95 -0.60
H -1.81684 -2.24607 1.14704 1.26 -0.08 0.69
H -3.10542 -2.60142 0.03008 0.00 0.57 -0.02
```
Positions in Å, forces in eV/Å.

Values from the calculation:
Total charge: -1
E_HOMO in eV: -1.09

Atom charges from the Mulliken analysis, given in e for atoms 1 to 2: -0.379, -0.506

The following is a quantum chemistry calculation of a molecular structure, C6H12NO in a non-equilibrium geometry, from the Open Molecules 2025 dataset.

Structure (XYZ):
```
20
Properties=species:S:1:pos:R:3:forces:R:3
C 1.48823 1.64704 -1.41730 2.74 -0.10 0.28
O 2.19732 1.53207 -2.43268 -0.06 0.72 0.59
C 0.73410 0.56230 -0.84346 -0.47 2.11 -1.80
C -0.09575 0.77781 0.37727 -1.18 -1.02 0.51
C -1.13769 -0.35372 0.51211 0.05 -0.94 -0.37
C -2.50262 -0.22022 0.20703 0.10 -0.08 0.65
C -1.29525 -2.47484 1.48776 -1.09 -0.23 1.18
N -0.51479 -1.49832 0.79847 0.09 0.40 0.59
H 1.42051 2.59641 -0.82548 -0.21 -0.03 -0.56
H 4.56412 1.85018 -1.31300 0.07 -0.17 -0.03
H 1.04169 -0.39856 -1.23611 -0.47 -0.20 0.19
H 0.23546 1.24269 -1.79054 -1.55 -1.91 1.00
H 0.51076 0.66659 1.27967 0.15 0.34 -0.12
H -0.65016 1.71363 0.36501 0.31 0.36 -0.12
H -3.05436 -1.15533 0.12967 0.11 -0.07 0.15
H -3.17129 0.55820 0.57015 0.47 0.58 -0.40
H -2.02639 -3.07284 0.91296 0.48 -0.29 -0.20
H -0.72824 -3.11052 2.19001 0.59 -0.41 -1.01
H -1.96212 -2.07421 2.29266 -0.14 0.76 -0.57
H 4.94647 1.21162 -1.26422 0.00 0.15 0.05
```
Positions in Å, forces in eV/Å.

Values from the calculation:
Total charge: -1
E_HOMO in eV: -2.31

Atom charges from the Mulliken analysis, given in e for atoms 1 to 2: -0.034, -0.605

The following is a quantum chemistry calculation of a gas-phase ion, C6H12NO (charge -1) in a non-equilibrium geometry, from the Open Molecules 2025 dataset.

Structure (XYZ):
```
20
Properties=species:S:1:pos:R:3:forces:R:3
C -1.69240 1.09906 -0.83138 0.14 -0.41 -0.94
C -0.55719 0.46874 -0.15289 1.22 1.30 0.73
C 1.38438 -0.08558 -1.60659 -1.05 2.61 -2.81
C -0.28915 -1.21305 1.65782 -1.45 0.20 0.86
C 0.82035 0.84514 -0.54973 -0.11 0.15 1.69
C -0.71220 0.19050 1.28714 0.76 0.11 0.36
N -1.38291 2.37615 -0.21914 0.81 0.30 -1.05
O -0.57183 3.14866 -0.87775 -1.06 -0.68 0.33
H -1.72838 0.81428 -1.89524 0.13 1.22 -0.28
H -2.56910 0.70724 -0.39762 -1.41 -0.22 0.53
H 1.42054 -0.95603 -1.11022 0.69 -3.56 1.34
H 2.35561 0.30755 -1.85481 0.71 -0.32 -0.57
H 0.76518 -0.31613 -2.58670 0.94 1.01 1.91
H -0.79180 -1.44533 2.59557 -0.16 -0.38 0.28
H 0.73154 -1.45094 1.84351 1.06 0.03 -0.56
H -0.77629 -1.72641 0.85713 0.25 -1.44 -0.36
H 0.80900 1.97222 -0.78747 0.37 -1.09 0.01
H 1.44513 0.65768 0.45686 -0.69 0.59 -2.19
H -0.18979 0.91069 1.93176 -0.20 0.24 0.06
H -1.76185 0.20972 1.46569 -0.95 0.33 0.66
```
Positions in Å, forces in eV/Å.

Values from the calculation:
Total charge: -1
E_HOMO (alpha / beta) in eV: -1.81 / -1.81

Atom charges from the Mulliken analysis, given in e for atoms 1 to 2: -0.610, 0.081

One value per record, in order, for energy relative to the best compared isomer or geometry (same formula, charge and spin): 46.9, 249.4, 51.1, 79.1, 72.3, 79.8 kcal/mol.